The following is a quantum chemistry calculation of a 11-piece molecular cluster, C41H110N6O17 overall at a distorted geometry, from the Open Molecules 2025 dataset.

## Properties
- SMILES string = COCCNCCOC.COCCNCCOC.COCCNCCOC.COCCNCCOC.COCCNCCOC.COCCNCCOC.CO.CO.CO.CO.CO
- ΔE to the lowest compared entry with this formula, charge and spin (kJ/mol) = 741.2

Bonds (Å) are listed after each position.
Positions of all 174 atoms, in Å:
1 C -2.347 0.243 5.916  O2 1.443, H10 1.090, H11 1.090, H12 1.090
2 O -3.721 0.683 5.859  C1 1.443, C3 1.442
3 C -3.930 1.428 4.643  O2 1.442, C4 1.512, H13 1.090, H14 1.090
4 C -5.378 1.778 4.386  C3 1.512, N5 1.467, H15 1.090, H16 1.090
5 N -6.100 0.568 3.978  C4 1.467, C6 1.451, H17 1.010
6 C -7.534 0.785 4.000  N5 1.451, C7 1.395, H18 1.090, H19 1.090
7 C -8.074 -0.491 3.836  C6 1.395, O8 1.407, H20 1.090, H21 1.090
8 O -9.426 -0.161 4.049  C7 1.407, C9 1.406
9 C -10.126 -1.326 4.408  O8 1.406, H22 1.090, H23 1.090, H24 1.090
10 H -2.065 0.026 6.946  C1 1.090
11 H -1.642 0.976 5.525  C1 1.090
12 H -2.157 -0.672 5.354  C1 1.090
13 H -3.622 0.873 3.756  C3 1.090
14 H -3.432 2.388 4.781  C3 1.090
15 H -5.517 2.618 3.705  C4 1.090
16 H -5.704 2.189 5.341  C4 1.090
17 H -5.896 -0.358 4.327  N5 1.010
18 H -7.929 1.443 3.225  C6 1.090
19 H -7.784 1.221 4.967  C6 1.090
20 H -7.597 -1.138 4.573  C7 1.090
21 H -8.005 -0.861 2.814  C7 1.090
22 H -10.027 -1.676 5.436  C9 1.090
23 H -9.779 -2.214 3.879  C9 1.090
24 H -11.161 -0.998 4.314  C9 1.090
25 C -0.389 0.040 -5.946  O26 1.409, H34 1.090, H35 1.090, H36 1.090
26 O 0.599 -0.002 -4.942  C25 1.409, C27 1.448
27 C 0.264 -0.764 -3.757  O26 1.448, C28 1.547, H37 1.090, H38 1.090
28 C 1.336 -0.859 -2.644  C27 1.547, N29 1.424, H39 1.090, H40 1.090
29 N 1.655 0.478 -2.273  C28 1.424, C30 1.476, H41 1.010
30 C 2.591 0.698 -1.153  N29 1.476, C31 1.519, H42 1.090, H43 1.090
31 C 2.351 2.123 -0.687  C30 1.519, O32 1.390, H44 1.090, H45 1.090
32 O 1.086 2.211 -0.117  C31 1.390, C33 1.398
33 C 0.485 3.473 -0.151  O32 1.398, H46 1.090, H47 1.090, H48 1.090
34 H -0.026 0.542 -6.842  C25 1.090
35 H -1.282 0.590 -5.647  C25 1.090
36 H -0.594 -0.980 -6.270  C25 1.090
37 H 0.141 -1.782 -4.124  C27 1.090
38 H -0.694 -0.374 -3.414  C27 1.090
39 H 2.197 -1.339 -3.109  C28 1.090
40 H 1.108 -1.421 -1.739  C28 1.090
41 H 0.848 1.057 -2.087  N29 1.010
42 H 3.663 0.639 -1.341  C30 1.090
43 H 2.355 0.043 -0.314  C30 1.090
44 H 2.370 2.773 -1.562  C31 1.090
45 H 3.187 2.388 -0.039  C31 1.090
46 H 0.257 3.512 -1.216  C33 1.090
47 H 0.988 4.371 0.204  C33 1.090
48 H -0.468 3.469 0.379  C33 1.090
49 C 11.562 1.960 3.047  O50 1.455, H58 1.090, H59 1.090, H60 1.090
50 O 10.996 3.240 3.447  C49 1.455, C51 1.443
51 C 10.066 3.777 2.483  O50 1.443, C52 1.511, H61 1.090, H62 1.090
52 C 10.145 5.283 2.582  C51 1.511, N53 1.509, H63 1.090, H64 1.090
53 N 11.339 5.966 1.959  C52 1.509, C54 1.487, H65 1.010
54 C 12.657 5.435 2.397  N53 1.487, C55 1.523, H66 1.090, H67 1.090
55 C 13.769 6.390 1.984  C54 1.523, O56 1.364, H68 1.090, H69 1.090
56 O 13.486 7.683 2.311  C55 1.364, C57 1.436
57 C 14.393 8.617 1.706  O56 1.436, H70 1.090, H71 1.090, H72 1.090
58 H 12.092 1.364 3.789  C49 1.090
59 H 12.392 2.078 2.351  C49 1.090
60 H 10.753 1.385 2.595  C49 1.090
61 H 9.058 3.371 2.562  C51 1.090
62 H 10.367 3.404 1.504  C51 1.090
63 H 9.983 5.463 3.644  C52 1.090
64 H 9.310 5.766 2.075  C52 1.090
65 H 11.371 6.962 2.126  N53 1.010
66 H 12.810 4.431 2.002  C54 1.090
67 H 12.744 5.418 3.484  C54 1.090
68 H 13.818 6.210 0.910  C55 1.090
69 H 14.651 6.157 2.582  C55 1.090
70 H 14.251 9.667 1.963  C57 1.090
71 H 14.350 8.549 0.619  C57 1.090
72 H 15.408 8.381 2.025  C57 1.090
73 C -8.517 -10.558 -3.024  O74 1.443, H82 1.090, H83 1.090, H84 1.090
74 O -8.355 -9.474 -3.962  C73 1.443, C75 1.401
75 C -7.183 -9.730 -4.685  O74 1.401, C76 1.587, H85 1.090, H86 1.090
76 C -7.099 -8.505 -5.691  C75 1.587, N77 1.461, H87 1.090, H88 1.090
77 N -7.267 -7.245 -4.972  C76 1.461, C78 1.514, H89 1.010
78 C -5.931 -6.859 -4.375  N77 1.514, C79 1.551, H90 1.090, H91 1.090
79 C -6.120 -5.340 -4.125  C78 1.551, O80 1.416, H92 1.090, H93 1.090
80 O -6.599 -5.411 -2.794  C79 1.416, C81 1.451
81 C -6.662 -4.116 -2.143  O80 1.451, H94 1.090, H95 1.090, H96 1.090
82 H -7.712 -10.528 -2.289  C73 1.090
83 H -8.635 -11.509 -3.543  C73 1.090
84 H -9.332 -10.374 -2.324  C73 1.090
85 H -7.135 -10.655 -5.259  C75 1.090
86 H -6.309 -9.803 -4.039  C75 1.090
87 H -7.730 -8.449 -6.578  C76 1.090
88 H -6.051 -8.584 -5.981  C76 1.090
89 H -8.027 -7.478 -4.348  N77 1.010
90 H -5.131 -7.074 -5.084  C78 1.090
91 H -5.723 -7.364 -3.432  C78 1.090
92 H -6.742 -4.752 -4.798  C79 1.090
93 H -5.127 -4.896 -4.052  C79 1.090
94 H -6.316 -4.104 -1.109  C81 1.090
95 H -7.661 -3.698 -2.268  C81 1.090
96 H -5.938 -3.429 -2.579  C81 1.090
97 C -4.185 7.952 6.019  O98 1.414, H106 1.090, H107 1.090, H108 1.090
98 O -4.582 7.452 7.281  C97 1.414, C99 1.404
99 C -5.477 8.281 7.976  O98 1.404, C100 1.464, H109 1.090, H110 1.090
100 C -5.826 7.844 9.328  C99 1.464, N101 1.439, H111 1.090, H112 1.090
101 N -6.532 6.590 9.304  C100 1.439, C102 1.462, H113 1.010
102 C -6.646 5.929 10.603  N101 1.462, C103 1.503, H114 1.090, H115 1.090
103 C -5.358 5.401 11.169  C102 1.503, O104 1.421, H116 1.090, H117 1.090
104 O -4.987 4.386 10.247  C103 1.421, C105 1.387
105 C -3.733 3.882 10.558  O104 1.387, H118 1.090, H119 1.090, H120 1.090
106 H -5.005 8.413 5.468  C97 1.090
107 H -3.639 7.100 5.615  C97 1.090
108 H -3.359 8.641 6.193  C97 1.090
109 H -6.352 8.273 7.326  C99 1.090
110 H -5.115 9.307 8.040  C99 1.090
111 H -6.565 8.546 9.715  C100 1.090
112 H -4.928 7.668 9.922  C100 1.090
113 H -6.051 5.940 8.700  N101 1.010
114 H -7.487 5.235 10.604  C102 1.090
115 H -7.021 6.649 11.331  C102 1.090
116 H -5.479 5.075 12.202  C103 1.090
117 H -4.591 6.168 11.273  C103 1.090
118 H -3.858 3.087 11.292  C105 1.090
119 H -3.059 4.647 10.944  C105 1.090
120 H -3.318 3.489 9.629  C105 1.090
121 C 8.881 -11.898 -4.369  O122 1.468, H130 1.090, H131 1.090, H132 1.090
122 O 7.659 -11.164 -4.721  C121 1.468, C123 1.431
123 C 7.657 -9.834 -4.192  O122 1.431, C124 1.530, H133 1.090, H134 1.090
124 C 6.405 -9.065 -4.617  C123 1.530, N125 1.467, H135 1.090, H136 1.090
125 N 5.183 -9.758 -4.192  C124 1.467, C126 1.466, H137 1.010
126 C 3.930 -9.201 -4.711  N125 1.466, C127 1.561, H138 1.090, H139 1.090
127 C 3.594 -7.903 -3.910  C126 1.561, O128 1.400, H140 1.090, H141 1.090
128 O 2.261 -7.487 -3.994  C127 1.400, C129 1.394
129 C 1.298 -8.488 -3.883  O128 1.394, H142 1.090, H143 1.090, H144 1.090
130 H 8.842 -12.435 -3.422  C121 1.090
131 H 9.872 -11.448 -4.310  C121 1.090
132 H 8.832 -12.772 -5.018  C121 1.090
133 H 8.572 -9.326 -4.497  C123 1.090
134 H 7.785 -9.836 -3.110  C123 1.090
135 H 6.264 -9.097 -5.697  C124 1.090
136 H 6.376 -7.993 -4.422  C124 1.090
137 H 5.336 -10.690 -4.551  N125 1.010
138 H 3.188 -9.971 -4.498  C126 1.090
139 H 3.969 -8.991 -5.780  C126 1.090
140 H 4.265 -7.125 -4.273  C127 1.090
141 H 3.771 -7.985 -2.838  C127 1.090
142 H 1.057 -9.110 -4.746  C129 1.090
143 H 0.331 -8.011 -3.723  C129 1.090
144 H 1.415 -9.148 -3.023  C129 1.090
145 C 2.799 8.689 -1.503  O146 1.381, H147 1.090, H148 1.090, H149 1.090
146 O 4.013 9.289 -1.772  C145 1.381, H150 0.960
147 H 2.713 8.715 -0.416  C145 1.090
148 H 1.921 9.151 -1.955  C145 1.090
149 H 2.915 7.638 -1.766  C145 1.090
150 H 4.181 10.057 -1.222  O146 0.960
151 C 6.122 5.918 -4.219  O152 1.435, H153 1.090, H154 1.090, H155 1.090
152 O 7.480 6.213 -4.577  C151 1.435, H156 0.960
153 H 5.474 6.759 -4.468  C151 1.090
154 H 5.740 5.017 -4.699  C151 1.090
155 H 6.050 5.763 -3.143  C151 1.090
156 H 8.108 5.768 -4.003  O152 0.960
157 C -2.917 3.127 -12.660  O158 1.394, H159 1.090, H160 1.090, H161 1.090
158 O -1.560 3.362 -12.443  C157 1.394, H162 0.960
159 H -3.122 2.255 -13.281  C157 1.090
160 H -3.527 3.279 -11.770  C157 1.090
161 H -3.272 3.984 -13.232  C157 1.090
162 H -1.231 3.029 -11.605  O158 0.960
163 C -4.522 3.939 -4.913  O164 1.448, H165 1.090, H166 1.090, H167 1.090
164 O -4.998 3.319 -3.695  C163 1.448, H168 0.960
165 H -4.339 3.291 -5.770  C163 1.090
166 H -5.360 4.577 -5.192  C163 1.090
167 H -3.610 4.516 -4.760  C163 1.090
168 H -5.950 3.199 -3.708  O164 0.960
169 C -2.433 -5.492 0.544  O170 1.370, H171 1.090, H172 1.090, H173 1.090
170 O -2.905 -5.655 1.820  C169 1.370, H174 0.960
171 H -1.344 -5.463 0.514  C169 1.090
172 H -2.857 -6.274 -0.086  C169 1.090
173 H -2.864 -4.588 0.113  C169 1.090
174 H -3.842 -5.835 1.711  O170 0.960

Results of the Mulliken charge analysis, in e, for atoms 1 through 5: C -0.76; O -0.33; C -0.63; C -0.58; N -0.29